Entry 1:
Below is a single C6H6O2 molecule in a non-equilibrium geometry, with properties calculated with ωB97M-V/def2-TZVPD.

Bonds (Å) are listed after each position.
Geometry (Å):
1 C 0.83871 0.68471 -2.33680  C2 1.415, H9 1.079, H10 1.127
2 C 0.40837 0.59311 -0.99243  C1 1.415, O3 1.419, C8 1.519
3 O -0.94909 0.32333 -0.68071  C2 1.419, C4 1.377
4 C -0.86725 -0.50265 0.41802  O3 1.377, C5 1.366, C6 1.494
5 C -1.93302 -1.21670 0.88665  C4 1.366, H11 1.092, H12 1.117
6 C 0.46722 -0.62824 1.07865  C4 1.494, O7 1.401, C8 1.498, H13 1.106
7 O 0.77317 0.66345 1.52718  C6 1.401, C8 1.539
8 C 1.31415 0.20096 0.16213  C2 1.519, C6 1.498, O7 1.539, H14 1.037
9 H 1.84959 0.93529 -2.61852  C1 1.079
10 H 0.01575 0.56718 -3.09769  C1 1.127
11 H -2.80871 -0.77492 0.40617  C5 1.092
12 H -1.84328 -1.99075 1.68722  C5 1.117
13 H 0.52503 -1.53927 1.70236  C6 1.106
14 H 2.29992 0.12121 -0.14864  C8 1.037

Its HOMO energy is -8.67 eV. The total charge is 0. For the HOMO-LUMO gap, the calculation gives 9.4849 eV. The SMILES is C=C1OC(=C)[C@@H]2O[C@H]12. The total energy comes out at -382.5642 hartree. The value obtained for the relative energy (zero: lowest compared OMol25 entry of this formula, charge and spin) is 76.3 kcal per mole.

***

Entry 2:
Below is a 15-piece molecular cluster, C43H97N11O23 overall in a non-equilibrium geometry, with properties calculated with ωB97M-V/def2-TZVPD.

Bonds (Å) are listed after each position.
Geometry (Å):
1 C 0.79332 3.44567 -8.95369  O2 1.403, H7 1.090, H8 1.090, H9 1.090
2 O 0.33415 4.09852 -7.79968  C1 1.403, C3 1.336
3 C 1.01785 5.09795 -7.23408  O2 1.336, O4 1.212, O5 1.312
4 O 2.04184 5.57022 -7.67786  C3 1.212
5 O 0.50892 5.30976 -6.04299  C3 1.312, C6 1.438
6 C 0.94713 6.37935 -5.18732  O5 1.438, H10 1.090, H11 1.090, H12 1.090
7 H 0.14528 2.65200 -9.32550  C1 1.090
8 H 1.69660 2.94760 -8.60141  C1 1.090
9 H 1.02029 4.10520 -9.79130  C1 1.090
10 H 2.02948 6.38654 -5.31596  C6 1.090
11 H 0.68650 6.08953 -4.16939  C6 1.090
12 H 0.41901 7.30394 -5.42041  C6 1.090
13 C 12.76334 -2.74876 -0.15214  O14 1.431, H19 1.090, H20 1.090, H21 1.090
14 O 11.49505 -2.08568 -0.12753  C13 1.431, C15 1.310
15 C 10.44352 -2.85840 -0.24708  O14 1.310, O16 1.271, O17 1.343
16 O 10.48386 -4.12411 -0.36128  C15 1.271
17 O 9.39807 -2.01711 -0.28819  C15 1.343, C18 1.471
18 C 8.04037 -2.53367 -0.51683  O17 1.471, H22 1.090, H23 1.090, H24 1.090
19 H 13.61293 -2.18885 0.23877  C13 1.090
20 H 13.07916 -2.97696 -1.17012  C13 1.090
21 H 12.86202 -3.63034 0.48124  C13 1.090
22 H 8.00180 -3.31434 -1.27655  C18 1.090
23 H 7.26922 -1.80713 -0.77287  C18 1.090
24 H 7.79798 -2.96509 0.45437  C18 1.090
25 C -0.67045 -1.65502 -6.00156  O26 1.412, H31 1.090, H32 1.090, H33 1.090
26 O -0.96990 -1.90012 -7.35993  C25 1.412, C27 1.323
27 C -2.07397 -2.54201 -7.70628  O26 1.323, O28 1.236, O29 1.340
28 O -2.93570 -2.96658 -6.92827  C27 1.236
29 O -2.20624 -2.51036 -9.03924  C27 1.340, C30 1.393
30 C -3.34310 -3.00005 -9.67832  O29 1.393, H34 1.090, H35 1.090, H36 1.090
31 H -1.11327 -0.74148 -5.60480  C25 1.090
32 H 0.40776 -1.69979 -5.84806  C25 1.090
33 H -1.02122 -2.43988 -5.33143  C25 1.090
34 H -4.34901 -2.82082 -9.29868  C30 1.090
35 H -3.25007 -4.08521 -9.72153  C30 1.090
36 H -3.28401 -2.63600 -10.70403  C30 1.090
37 C -2.70906 11.14716 6.86965  O38 1.461, H43 1.090, H44 1.090, H45 1.090
38 O -2.68011 9.74442 6.46135  C37 1.461, C39 1.341
39 C -3.73916 9.17138 5.87118  O38 1.341, O40 1.191, O41 1.281
40 O -4.82891 9.63688 5.75405  C39 1.191
41 O -3.36394 8.02058 5.45198  C39 1.281, C42 1.437
42 C -4.22294 7.28837 4.56202  O41 1.437, H46 1.090, H47 1.090, H48 1.090
43 H -3.52707 11.33541 7.56500  C37 1.090
44 H -2.92291 11.84036 6.05612  C37 1.090
45 H -1.84673 11.48727 7.44307  C37 1.090
46 H -5.15786 7.02407 5.05616  C42 1.090
47 H -3.70533 6.34216 4.40434  C42 1.090
48 H -4.27816 7.66660 3.54123  C42 1.090
49 C 5.78426 0.37202 -7.00830  C50 1.535, H54 1.090, H55 1.090, H56 1.090
50 C 6.03113 1.48268 -5.97851  C49 1.535, O51 1.269, N52 1.306
51 O 7.06389 2.21610 -6.05197  C50 1.269
52 N 5.11716 1.57169 -5.05005  C50 1.306, C53 1.393, H57 1.010
53 C 5.27485 2.44150 -3.97356  N52 1.393, H58 1.090, H59 1.090, H60 1.090
54 H 6.19794 -0.59495 -6.72205  C49 1.090
55 H 6.19840 0.60026 -7.99039  C49 1.090
56 H 4.71051 0.21634 -7.11272  C49 1.090
57 H 4.16745 1.22887 -5.02530  N52 1.010
58 H 4.42458 3.11640 -3.87538  C53 1.090
59 H 6.16424 3.06674 -3.89512  C53 1.090
60 H 5.25406 1.84501 -3.06150  C53 1.090
61 C 2.74677 8.91109 0.96554  C62 1.561, H66 1.090, H67 1.090, H68 1.090
62 C 4.03626 8.55766 0.16071  C61 1.561, O63 1.219, N64 1.322
63 O 4.11814 7.45661 -0.35498  C62 1.219
64 N 4.89834 9.51491 -0.13707  C62 1.322, C65 1.482, H69 1.010
65 C 5.97063 9.32517 -1.14170  N64 1.482, H70 1.090, H71 1.090, H72 1.090
66 H 2.56427 9.98568 0.95875  C61 1.090
67 H 2.81862 8.48253 1.96518  C61 1.090
68 H 1.89379 8.39840 0.52093  C61 1.090
69 H 4.78784 10.41981 0.29770  N64 1.010
70 H 6.75390 8.64374 -0.80965  C65 1.090
71 H 6.44478 10.25422 -1.45817  C65 1.090
72 H 5.46973 8.96146 -2.03887  C65 1.090
73 C -0.70443 -2.46380 7.46260  C74 1.477, H78 1.090, H79 1.090, H80 1.090
74 C -0.35194 -3.43143 8.52153  C73 1.477, O75 1.229, N76 1.333
75 O -1.23463 -4.15306 8.97962  C74 1.229
76 N 0.90838 -3.46556 8.95546  C74 1.333, C77 1.499, H81 1.010
77 C 1.37953 -4.55931 9.86514  N76 1.499, H82 1.090, H83 1.090, H84 1.090
78 H -1.64251 -2.64824 6.93907  C73 1.090
79 H 0.05965 -2.52337 6.68753  C73 1.090
80 H -0.68274 -1.44717 7.85514  C73 1.090
81 H 1.60520 -2.95798 8.42926  N76 1.010
82 H 0.74499 -5.42963 9.69780  C77 1.090
83 H 1.30489 -4.42017 10.94364  C77 1.090
84 H 2.36536 -4.94983 9.61273  C77 1.090
85 C 4.17082 0.84162 4.38433  C86 1.536, H90 1.090, H91 1.090, H92 1.090
86 C 3.72756 0.63528 5.83995  C85 1.536, O87 1.198, N88 1.370
87 O 3.69101 -0.47168 6.29660  C86 1.198
88 N 3.24356 1.72537 6.51477  C86 1.370, C89 1.420, H93 1.010
89 C 2.81206 1.78162 7.86651  N88 1.420, H94 1.090, H95 1.090, H96 1.090
90 H 3.97502 0.01801 3.69773  C85 1.090
91 H 5.23566 1.01083 4.22438  C85 1.090
92 H 3.57824 1.62545 3.91256  C85 1.090
93 H 3.28885 2.60447 6.01956  N88 1.010
94 H 3.52598 2.44437 8.35557  C89 1.090
95 H 2.78463 0.76990 8.27121  C89 1.090
96 H 1.78062 2.13371 7.88239  C89 1.090
97 C 2.86851 -6.45535 -6.53155  C98 1.562, H102 1.090, H103 1.090, H104 1.090
98 C 3.20022 -6.08306 -5.05145  C97 1.562, O99 1.220, N100 1.331
99 O 4.01465 -5.19717 -4.85062  C98 1.220
100 N 2.50111 -6.63605 -4.06326  C98 1.331, C101 1.453, H105 1.010
101 C 2.56752 -6.18191 -2.68511  N100 1.453, H106 1.090, H107 1.090, H108 1.090
102 H 2.34555 -7.41087 -6.57137  C97 1.090
103 H 3.76060 -6.44828 -7.15783  C97 1.090
104 H 2.16531 -5.74520 -6.96662  C97 1.090
105 H 1.92769 -7.44164 -4.26892  N100 1.010
106 H 2.54471 -5.09277 -2.64837  C101 1.090
107 H 3.55515 -6.42607 -2.29388  C101 1.090
108 H 1.80789 -6.36015 -1.92400  C101 1.090
109 C -1.47943 -1.94135 0.98085  C110 1.491, H114 1.090, H115 1.090, H116 1.090
110 C -0.73570 -0.67269 0.73234  C109 1.491, O111 1.229, N112 1.337
111 O 0.42868 -0.75820 0.34865  C110 1.229
112 N -1.33260 0.51722 0.85799  C110 1.337, C113 1.418, H117 1.010
113 C -0.78161 1.74804 0.41859  N112 1.418, H118 1.090, H119 1.090, H120 1.090
114 H -1.79704 -2.41369 0.05127  C109 1.090
115 H -2.40623 -1.78227 1.53207  C109 1.090
116 H -0.77447 -2.57717 1.51645  C109 1.090
117 H -2.28224 0.63513 1.18107  N112 1.010
118 H -0.07763 2.25198 1.08083  C113 1.090
119 H -1.55109 2.50088 0.24763  C113 1.090
120 H -0.30922 1.62947 -0.55654  C113 1.090
121 C -4.63668 -7.29284 4.83909  C122 1.559, H126 1.090, H127 1.090, H128 1.090
122 C -4.93810 -8.04152 3.50530  C121 1.559, O123 1.174, N124 1.343
123 O -4.05136 -8.61208 2.98901  C122 1.174
124 N -6.18863 -8.01734 3.01494  C122 1.343, C125 1.425, H129 1.010
125 C -6.52896 -8.79107 1.86828  N124 1.425, H130 1.090, H131 1.090, H132 1.090
126 H -4.07501 -6.38690 4.61127  C121 1.090
127 H -4.01090 -7.88436 5.50737  C121 1.090
128 H -5.51629 -7.07212 5.44378  C121 1.090
129 H -6.90171 -7.66511 3.63747  N124 1.010
130 H -5.98769 -8.55048 0.95328  C125 1.090
131 H -7.58515 -8.54943 1.74916  C125 1.090
132 H -6.46557 -9.87348 1.98001  C125 1.090
133 C -6.98133 -0.20988 4.58444  C134 1.543, H138 1.090, H139 1.090, H140 1.090
134 C -7.29222 0.83668 3.49386  C133 1.543, O135 1.288, N136 1.362
135 O -6.38220 1.16208 2.64237  C134 1.288
136 N -8.51745 1.42432 3.58085  C134 1.362, C137 1.465, H141 1.010
137 C -8.96431 2.39246 2.57562  N136 1.465, H142 1.090, H143 1.090, H144 1.090
138 H -7.85979 -0.75298 4.93293  C133 1.090
139 H -6.36312 0.23281 5.36544  C133 1.090
140 H -6.46142 -1.01393 4.06359  C133 1.090
141 H -9.18897 1.08790 4.25612  N136 1.010
142 H -8.99221 1.97342 1.56977  C137 1.090
143 H -8.28843 3.23931 2.45677  C137 1.090
144 H -9.92003 2.85788 2.81665  C137 1.090
145 C -7.62413 -5.17589 -4.35772  C146 1.526, H150 1.090, H151 1.090, H152 1.090
146 C -7.86155 -3.75350 -3.85708  C145 1.526, O147 1.212, N148 1.332
147 O -8.94169 -3.25150 -4.07972  C146 1.212
148 N -6.94368 -3.07688 -3.16813  C146 1.332, C149 1.458, H153 1.010
149 C -7.14770 -1.72876 -2.65149  N148 1.458, H154 1.090, H155 1.090, H156 1.090
150 H -7.77888 -5.15143 -5.43640  C145 1.090
151 H -8.37461 -5.85344 -3.95053  C145 1.090
152 H -6.64556 -5.61098 -4.15474  C145 1.090
153 H -6.08060 -3.59885 -3.11578  N148 1.010
154 H -7.67353 -1.86228 -1.70609  C149 1.090
155 H -7.75146 -1.09158 -3.29769  C149 1.090
156 H -6.17810 -1.24545 -2.53152  C149 1.090
157 O -3.46952 7.47303 -1.88751  C158 1.224
158 C -4.22662 7.29242 -2.83192  O157 1.224, N159 1.333, C160 1.527
159 N -4.78112 8.34759 -3.42948  C158 1.333, H161 1.010, H162 1.010
160 C -4.44280 5.89118 -3.39942  C158 1.527, H163 1.090, H164 1.090, H165 1.090
161 H -4.54994 9.26556 -3.07735  N159 1.010
162 H -5.21366 8.17703 -4.32609  N159 1.010
163 H -3.91254 5.60615 -4.30810  C160 1.090
164 H -5.49759 5.85526 -3.67186  C160 1.090
165 H -4.21818 5.10115 -2.68284  C160 1.090
166 O 3.77199 -8.74820 2.99220  C167 1.211
167 C 4.12201 -8.10339 3.95598  O166 1.211, N168 1.330, C169 1.556
168 N 5.29657 -8.37023 4.52076  C167 1.330, H170 1.010, H171 1.010
169 C 3.33461 -6.88795 4.52480  C167 1.556, H172 1.090, H173 1.090, H174 1.090
170 H 5.76557 -9.21583 4.22907  N168 1.010
171 H 5.76086 -7.70358 5.12086  N168 1.010
172 H 3.46038 -6.75379 5.59918  C169 1.090
173 H 2.33482 -6.94535 4.09442  C169 1.090
174 H 3.84954 -6.01933 4.11438  C169 1.090

Its HOMO energy is -9.18 eV. The total charge is 0. For the HOMO-LUMO gap, the calculation gives 9.1514 eV. The total energy comes out at -4029.4617 hartree.

***

Entry 3:
Below is a 2-piece molecular cluster, C3H12N2OS overall, with properties calculated with ωB97M-V/def2-TZVPD.

Bonds (Å) are listed after each position.
Geometry (Å):
1 N -0.46916 -2.34221 1.60097  C2 1.476, H7 1.010, H8 1.018
2 C 0.16230 -1.89289 0.34488  N1 1.476, C3 1.524, H9 1.087, H10 1.093
3 C -0.11102 -0.41431 0.09532  C2 1.524, N4 1.460, C5 1.549, H11 1.083
4 N 0.28655 -0.09037 -1.27142  C3 1.460, H12 1.010, H13 1.006
5 C 0.62959 0.42466 1.16581  C3 1.549, S6 1.839, H14 1.084, H15 1.078
6 S 1.70776 1.82391 0.65608  C5 1.839, H16 1.330
7 H 0.22893 -2.50265 2.31240  N1 1.010
8 H -0.88435 -3.26248 1.46879  N1 1.018
9 H -0.20471 -2.46428 -0.50409  C2 1.087
10 H 1.24107 -2.06305 0.38038  C2 1.093
11 H -1.17025 -0.24799 0.25112  C3 1.083
12 H 0.72664 0.81512 -1.35316  N4 1.010
13 H -0.50244 -0.14514 -1.89280  N4 1.006
14 H 1.27298 -0.21771 1.75689  C5 1.084
15 H -0.05583 0.90831 1.84244  C5 1.078
16 H 2.49566 1.12515 -0.15656  S6 1.330
17 O -2.08861 3.29226 -2.34768  H18 0.963, H19 0.964
18 H -2.10337 4.21494 -2.07357  O17 0.963
19 H -1.16172 3.03874 -2.27581  O17 0.964

Its HOMO energy is -9.08 eV. The total charge is 0. For the HOMO-LUMO gap, the calculation gives 9.7416 eV. The SMILES is NC[C@H](N)CS.O. The total energy comes out at -704.4177 hartree. The value obtained for the relative energy (zero: lowest compared OMol25 entry of this formula, charge and spin) is 12.9 kcal per mole.